# 1
The following is a quantum chemistry calculation of C21H22Cl3F5O7S in the gas phase, from OMol25.

Structure (XYZ):
```
59
C21H22Cl3F5O7S wB97M-V/def2-TZVPD
C 2.32654 1.88633 -1.97802
C 1.79216 1.80228 -0.54551
O 0.52277 1.14948 -0.59547
C -0.10902 0.51373 0.48943
C 0.91053 -0.21858 1.40248
F 1.57132 0.77434 2.12186
F 0.21471 -0.89941 2.36037
C 1.97181 -1.10979 0.80728
C 2.13426 -1.35650 -0.54866
C 3.15533 -2.18040 -0.98418
C 4.02204 -2.76399 -0.08059
C 3.85898 -2.51083 1.27462
C 4.82409 -3.09949 2.26583
F 5.26620 -4.30966 1.87819
F 4.28170 -3.24166 3.48606
F 5.91328 -2.31375 2.40852
C 2.84123 -1.68898 1.71729
C -1.14385 -0.38674 -0.26894
C -1.77330 -1.59379 0.46472
Cl -0.62831 -2.97924 0.41488
C -3.11729 -2.08439 -0.08931
C -3.04525 -2.81566 -1.43685
Cl -3.80915 -3.21239 1.14758
C -2.12201 0.64775 -0.85469
C -2.77394 0.30106 -2.19737
C -3.13418 1.58014 -2.93027
O -3.89112 2.40765 -2.55254
Cl -2.27075 1.77166 -4.47975
O -3.17806 0.96244 0.07816
S -2.71185 1.41623 1.53142
O -3.21827 2.73057 1.74986
O -3.04476 0.36243 2.44236
C -0.89349 1.51023 1.47144
C -0.44902 2.99376 1.43437
C -0.88818 3.88553 0.27523
O -0.56789 3.72519 -0.86528
O -1.70694 4.92308 0.63330
H 1.58943 1.45909 -2.66133
H 2.47145 2.91962 -2.28322
H 3.24710 1.31727 -2.09997
H 2.51349 1.29401 0.08909
H 1.68914 2.81527 -0.15838
H 1.47782 -0.89834 -1.27304
H 3.28143 -2.36623 -2.04213
H 4.82902 -3.40342 -0.41121
H 2.72825 -1.49539 2.77612
H -0.61348 -0.79169 -1.13314
H -1.92481 -1.39773 1.52012
H -3.84084 -1.27804 -0.09336
H -3.16469 -3.88533 -1.30074
H -3.85889 -2.47883 -2.08170
H -2.10534 -2.61208 -1.94956
H -1.55655 1.56585 -1.02722
H -2.09872 -0.29619 -2.80026
H -3.72322 -0.21266 -2.03928
H -0.67210 1.17229 2.48150
H 0.63692 2.98598 1.51432
H -0.81956 3.45569 2.34925
H -1.21619 5.55223 1.17631
```

Computed properties:
**SMILES**: CCO[C@]1(C(F)(F)c2cccc(C(F)(F)F)c2)[C@@H]([C@H](Cl)[C@@H](C)Cl)[C@@H](CC(=O)Cl)OS(=O)(=O)[C@@H]1CC(=O)O
**Kohn-Sham gap**: 10.59 eV
**Highest occupied orbital energy**: -0.381 Eh
**LUMO**: 0.21 eV

=====

# 2
The following is a quantum chemistry calculation of 2 unconnected molecules or ions with the total composition CH3N2S, from OMol25.

Structure (XYZ):
```
7
CH3N2S wB97M-V/def2-TZVPD
C -0.66563 0.37702 -0.44376
N -1.24211 -0.70768 -1.17726
N 0.00316 0.69108 0.62122
S -1.38831 1.01661 -1.82529
H 0.31155 -1.43603 -1.69144
H 0.58586 0.09755 1.21674
H -0.06224 1.64376 0.92457
```

Computed properties:
**Total charge**: +1
**Kohn-Sham gap (alpha / beta)**: 8.71 / 7.96 eV
**Energy relative to the best compared isomer or geometry (same formula, charge and spin)**: 71.80 kcal per mole
**Highest occupied orbital energy (alpha / beta)**: -0.558 / -0.553 Eh
**LUMO (alpha / beta)**: -6.47 / -7.08 eV

=====

# 3
The following is a quantum chemistry calculation of BrH3Si in the gas phase, from OMol25.

Structure (XYZ):
```
5
BrH3Si wB97M-V/def2-TZVPD
Si -0.31554 -0.03286 -0.03921
Br 2.27552 -0.05907 -0.00128
H -0.68486 0.03720 -1.40160
H -0.63932 -1.15892 0.88341
H -0.63580 1.21366 0.55868
```

Computed properties:
**SMILES**: [SiH3]Br
**Kohn-Sham gap**: 9.92 eV
**Energy relative to the best compared isomer or geometry (same formula, charge and spin)**: 12.72 kcal per mole
**Highest occupied orbital energy**: -0.371 Eh
**LUMO**: -0.19 eV

=====

# 4
The following is a quantum chemistry calculation of a molecular structure, C30H55BrCl10F13InNOS, from OMol25.

Structure (XYZ):
```
113
C30H55BrCl10F13InNOS wB97M-V/def2-TZVPD
C 6.61284 -1.58186 2.64046
C 4.98829 -1.62424 2.42298
C 4.18814 -0.31515 3.06037
Br 5.35938 1.31689 2.99781
In 2.22445 -0.05677 1.89521
C 1.85619 -1.93375 0.68409
C 2.20136 -1.81275 -0.91570
C 1.65711 -3.21695 -1.61450
C 2.90319 -4.22283 -1.97888
C 2.39680 -5.77212 -2.27228
N 0.92799 -5.88285 -2.62589
C 0.51488 0.02953 3.44623
C -0.75742 0.80081 2.72443
C -2.07993 -0.20086 2.51300
F -2.45108 -0.62840 3.91410
F -1.65323 -1.42078 1.81122
C -3.36881 0.59010 1.89985
F -4.13141 1.07096 3.11719
F -2.86852 1.83301 1.26430
C -4.42265 -0.28944 1.02355
F -4.55443 -1.70348 1.54441
F -5.77965 0.28357 1.40679
C -4.41145 -0.13914 -0.58252
F -5.67302 -0.82839 -1.06139
F -4.62860 1.29613 -1.00831
S -3.02222 -0.80743 -1.57580
F -3.16218 0.58855 -2.62091
F -1.78195 0.00813 -0.74326
F -2.85554 -2.26833 -0.72307
F -4.19587 -1.56161 -2.63176
F -1.81865 -1.38326 -2.65804
O 2.11183 1.73664 0.81761
C 2.48198 1.57140 -0.59750
C 2.87783 3.03065 -1.30477
C 4.19590 3.74477 -0.64084
C 3.15799 2.72488 -2.91834
C 4.71443 2.23270 -3.15643
C 2.70153 3.95063 -3.90744
H 7.08828 -1.02740 1.70165
H 6.97187 -1.06424 3.62667
H 7.07295 -2.68137 2.66116
H 4.74438 -1.59124 1.25506
H 4.55707 -2.60320 2.93326
H 3.93912 -0.53670 4.20664
H 0.71920 -2.24838 0.86770
H 2.49107 -2.81120 1.17564
H 1.49670 -0.95835 -1.34770
H 3.34213 -1.61615 -1.10346
H 1.08718 -2.94228 -2.59916
H 0.88955 -3.69031 -0.83250
H 3.37872 -3.81480 -2.99200
H 3.67507 -4.16607 -1.07079
H 2.64358 -6.46576 -1.35596
H 2.99486 -6.12056 -3.24359
H 0.70465 -5.31956 -3.47560
H 0.30070 -5.66414 -1.82065
H 0.96335 0.63941 4.34464
H 0.27520 -1.07498 3.77551
H -1.12410 1.61388 3.51727
H -0.40122 1.30161 1.72689
H 3.32950 0.78605 -0.79327
H 1.50047 1.21903 -1.17843
H 1.89771 3.69904 -1.17317
H 4.63493 4.47418 -1.47811
H 3.93146 4.46722 0.26938
H 5.04154 2.99501 -0.33511
H 2.46727 1.79458 -3.19561
H 5.49005 3.13429 -3.18004
H 5.00776 1.54891 -2.22580
H 4.80378 1.54210 -4.10060
H 3.60319 4.45104 -4.50521
H 2.06163 4.77234 -3.35526
H 1.98347 3.49041 -4.73894
Cl -4.50504 5.31748 3.09293
C -5.19335 4.19746 1.89169
C -6.09157 4.90784 0.89144
Cl -7.59326 5.50541 1.64154
H -5.73204 3.41092 2.42937
H -4.34974 3.73595 1.36996
H -6.38862 4.21395 0.10014
H -5.58359 5.75848 0.42660
Cl -7.74790 11.93011 1.35500
C -7.63208 10.15513 1.27012
C -6.25905 9.64803 1.68189
Cl -4.99760 10.08908 0.50333
H -7.88710 9.84587 0.25165
H -8.39314 9.75594 1.94711
H -6.26814 8.55608 1.74049
H -5.96103 10.03989 2.65931
Cl -2.47403 -5.97858 2.74253
C -1.81534 -5.09900 4.14383
C -1.04933 -3.85185 3.73180
Cl 0.46695 -4.24361 2.88196
H -1.18507 -5.78930 4.71320
H -2.66724 -4.82052 4.77120
H -0.77377 -3.27470 4.61884
H -1.64725 -3.20898 3.07841
Cl 1.54382 -10.06433 1.53760
C 1.63473 -8.79511 2.78339
C 0.91188 -7.52484 2.36407
Cl 1.73873 -6.69136 1.02376
H 2.69081 -8.60524 2.99920
H 1.17165 -9.20444 3.68609
H 0.87988 -6.82169 3.20099
H -0.11658 -7.73068 2.05163
Cl 1.85384 2.57412 -8.16388
C 0.65045 1.26193 -8.12907
C -0.04656 1.15639 -6.78186
Cl 1.05244 0.59160 -5.49811
H 1.15685 0.32876 -8.39496
H -0.08304 1.48488 -8.90955
H -0.86211 0.43028 -6.84102
H -0.46695 2.11721 -6.46911
```

Computed properties:
**Total charge**: -1
**Kohn-Sham gap**: 4.23 eV
**Highest occupied orbital energy**: -0.189 Eh
**LUMO**: -0.92 eV

=====

# 5
The following is a quantum chemistry calculation of CF3N3 in the gas phase, from OMol25.

Structure (XYZ):
```
7
CF3N3 wB97M-V/def2-TZVPD
C 0.25813 -0.52609 -0.16727
N 1.97398 1.31995 0.18709
N 1.20970 0.45285 0.07359
N -1.07926 -0.33078 -0.14260
F 0.69743 -1.78549 -0.10863
F -1.57539 0.17045 1.13216
F -1.48458 0.69911 -0.97434
```

Computed properties:
**Kohn-Sham gap (alpha / beta)**: 8.80 / 8.80 eV
**Energy relative to the best compared isomer or geometry (same formula, charge and spin)**: 17.32 kcal per mole
**Highest occupied orbital energy (alpha / beta)**: -0.357 / -0.357 Eh
**LUMO (alpha / beta)**: -0.90 / -0.90 eV

=====

# 6
The following is a quantum chemistry calculation of a molecular structure, AlF12P2, from OMol25.

Structure (XYZ):
```
15
AlF12P2 wB97M-V/def2-TZVPD
Al 16.59041 1.86187 15.48899
P 16.57139 2.55125 11.82201
F 17.44684 1.30489 12.40621
F 16.77660 3.24215 13.34089
F 17.92562 3.28158 11.37544
F 15.76547 3.84614 11.43036
F 16.44387 1.91308 10.39879
F 15.28856 1.77595 12.38559
P 14.28204 4.75044 15.30938
F 13.95066 5.69598 14.09762
F 14.44721 3.43113 14.29284
F 15.87312 5.02133 15.08950
F 14.66686 3.63116 16.48090
F 14.24025 5.87776 16.39982
F 12.74987 4.39109 15.48607
```

Computed properties:
**Total charge**: +1
**Kohn-Sham gap**: 3.42 eV
**Energy relative to the best compared isomer or geometry (same formula, charge and spin)**: 21.34 kcal per mole
**Highest occupied orbital energy**: -0.634 Eh
**LUMO**: -13.83 eV